1.
Density functional theory data (ωB97M-V/def2-TZVPD) for AlBH6O as an isolated structure.

## Properties
* E_LUMO: -16.6 eV
* E_tot: -9389.7329 eV
* energy relative to the best compared isomer or geometry (same formula, charge and spin): 242.3 kJ/mol
* HOMO energy: -20.7 eV
* frontier orbital gap: 4.1 eV

ORCA input file:
```
! RIJCOSX wB97M-V def2-TZVPD def2/J DEFGRID3
* xyz 2 1
Al 0.23 2.12 -0.15
B -1.28 -0.44 -0.98
H -1.78 -1.50 -1.10
H -1.15 -0.01 -2.06
H -1.80 0.34 -0.32
H -0.26 -0.65 -0.42
O 1.89 0.37 1.48
H 1.79 -0.55 1.21
H 2.35 0.33 2.34
*
```

=====

2.
Density functional theory data (ωB97M-V/def2-TZVPD) for C50H47BN9O5SY as an isolated structure.

## Properties
* E_LUMO (spin up / spin down): 0.2 / 0.1 eV
* E_tot: -88814.0950 eV
* energy relative to the best compared isomer or geometry (same formula, charge and spin): 625.0 kJ/mol
* HOMO energy (spin up / spin down): -6.5 / -6.3 eV
* frontier orbital gap (spin up / spin down): 6.7 / 6.4 eV

ORCA input file:
```
! RIJCOSX wB97M-V def2-TZVPD def2/J DEFGRID3
* xyz 0 1
Y 0.63 1.57 0.63
C -1.75 5.55 0.84
C -1.69 4.24 1.20
N -1.26 3.47 0.21
N -1.01 4.34 -0.85
C -1.33 5.59 -0.49
B -0.60 3.72 -2.15
N -1.14 2.33 -2.25
C -2.41 1.93 -2.77
C -2.55 0.61 -2.85
C -1.18 0.08 -2.30
N -0.53 1.25 -1.71
N 0.91 3.54 -2.25
C 1.78 4.02 -3.21
C 3.07 3.72 -2.77
C 2.90 3.08 -1.55
N 1.58 2.95 -1.27
N -1.06 4.43 -3.39
C -1.38 4.08 -4.65
C -1.45 5.22 -5.41
C -1.18 6.27 -4.47
N -0.95 5.77 -3.28
H -2.09 6.30 1.53
H -1.98 3.98 2.16
H -1.12 6.41 -1.24
H -3.06 2.67 -3.21
H -3.46 0.14 -3.21
H -0.58 -0.02 -3.19
H 1.51 4.67 -4.00
H 3.99 4.02 -3.32
H 3.60 2.67 -0.87
H -1.40 3.05 -4.98
H -1.76 5.33 -6.43
H -1.23 7.35 -4.57
O 1.56 3.70 1.51
C 1.13 4.36 2.74
C 0.25 3.53 3.67
C -0.25 4.01 4.86
C -1.25 3.33 5.56
C -1.67 2.15 5.07
C -1.11 1.67 3.85
N -0.15 2.33 3.20
H 1.48 4.30 0.77
H 0.56 5.29 2.50
H 2.09 4.62 3.28
H 0.13 4.98 5.26
H -1.68 3.61 6.50
H -2.52 1.62 5.54
H -1.52 0.81 3.28
C 3.12 -3.90 0.71
C 1.70 -4.30 0.21
C 1.59 -5.75 -0.15
O 1.43 -3.52 -0.94
C 0.58 -2.44 -0.58
C -0.03 -2.77 0.80
O 0.68 -4.01 1.13
C 0.12 -1.61 2.00
O 0.08 -0.40 1.28
C -1.14 -1.68 2.86
C -2.41 -1.62 2.29
C -3.56 -1.65 3.00
C -3.49 -1.65 4.42
C -2.22 -1.57 5.05
C -1.12 -1.49 4.24
C 1.44 -1.73 2.77
C 2.29 -0.48 3.07
C 3.72 -0.86 3.34
C 4.11 -2.09 3.67
C 3.09 -3.09 3.84
C 1.80 -2.93 3.33
C -0.40 -2.17 -1.74
O -1.12 -1.02 -1.32
C -1.36 -3.38 -1.82
C -2.63 -3.19 -1.28
C -3.43 -4.33 -1.20
C -3.02 -5.60 -1.56
C -1.82 -5.73 -2.20
C -0.94 -4.64 -2.26
C 0.31 -2.00 -3.09
C 1.67 -1.59 -3.02
C 2.42 -1.35 -4.11
C 1.94 -1.74 -5.32
C 0.61 -2.17 -5.47
C -0.25 -2.35 -4.37
H 3.76 -3.85 -0.09
H 3.56 -4.52 1.53
H 3.16 -2.89 1.11
H 2.36 -5.89 -0.94
H 0.56 -5.96 -0.60
H 1.77 -6.39 0.73
H 1.10 -1.49 -0.42
H -1.07 -3.02 0.74
H -2.43 -1.50 1.19
H -4.45 -1.45 2.48
H -4.38 -1.59 5.02
H -2.17 -1.50 6.12
H -0.21 -1.35 4.82
H 1.92 0.06 3.96
H 4.42 -0.09 3.36
H 5.16 -2.21 3.96
H 3.31 -4.02 4.28
H 1.14 -3.73 3.38
H -2.91 -2.22 -1.01
H -4.51 -4.24 -0.91
H -3.78 -6.32 -1.48
H -1.47 -6.60 -2.73
H 0.09 -4.75 -2.68
H 2.09 -1.42 -2.04
H 3.38 -0.91 -3.93
H 2.51 -1.65 -6.29
H 0.25 -2.37 -6.45
H -1.28 -2.71 -4.50
S 3.18 0.31 0.47
C 2.32 0.44 1.86
*
```

=====

3.
Density functional theory data (ωB97M-V/def2-TZVPD) for C18H17BBrCuFN2O7 as an isolated structure.

## Properties
* E_LUMO: -5.8 eV
* E_tot: -154306.6883 eV
* energy relative to the best compared isomer or geometry (same formula, charge and spin): 1902.1 kJ/mol
* HOMO energy: -11.3 eV
* frontier orbital gap: 5.5 eV

ORCA input file:
```
! RIJCOSX wB97M-V def2-TZVPD def2/J DEFGRID3
* xyz 1 1
C -4.03 2.85 -0.45
C -4.23 2.14 -1.94
N -4.21 2.94 -3.06
C -4.50 0.49 -1.99
C -3.37 -0.19 -0.98
C -3.91 -0.62 0.54
C -2.82 -1.27 1.61
C -1.25 -1.45 1.15
C -0.74 -1.04 -0.39
C -1.81 -0.39 -1.49
C -1.29 0.06 -3.01
O -2.05 -0.27 -4.09
N 0.02 0.78 -3.27
C -0.17 2.04 -4.10
O -0.05 1.94 -5.45
F -0.42 3.38 -3.47
C 0.86 -1.31 -0.78
O 1.28 -1.71 -1.98
C 1.93 -1.03 0.48
C 3.36 -0.35 0.07
C 4.67 -0.94 0.83
C 4.74 -2.57 0.97
Br 5.46 -2.94 2.84
C 1.46 -1.39 1.85
O 2.32 -1.14 3.02
B 1.93 0.09 3.74
O 0.76 0.95 3.32
O 2.75 0.41 4.97
C -0.05 -2.04 2.15
O -0.25 -2.96 3.11
H -3.16 2.35 0.18
H -5.05 2.77 0.16
H -3.72 4.00 -0.56
H -4.04 3.94 -2.75
H -4.45 0.06 -3.08
H -5.60 0.32 -1.57
H -5.05 -0.48 0.86
H -3.20 -1.57 2.69
H 0.56 0.13 -3.91
H 3.51 -0.58 -1.09
H 3.24 0.83 0.13
H 4.71 -0.44 1.91
H 5.63 -0.51 0.27
H 5.55 -2.99 0.24
H 3.71 -3.13 0.93
H 1.04 1.43 2.48
H 2.39 1.27 5.33
Cu 7.49 -1.87 3.62
*
```

=====

4.
Density functional theory data (ωB97M-V/def2-TZVPD) for C39H53I2NO3PV as an isolated structure.

## Properties
* E_LUMO (spin up / spin down): -7.8 / -7.8 eV
* E_tot: -100096.1303 eV
* HOMO energy (spin up / spin down): -13.8 / -13.8 eV
* frontier orbital gap (spin up / spin down): 6.0 / 6.0 eV

ORCA input file:
```
! RIJCOSX wB97M-V def2-TZVPD def2/J DEFGRID3
* xyz 2 1
V 0.38 1.35 0.72
I 0.97 1.12 3.42
C 3.12 1.15 3.07
I 3.42 1.09 0.95
H 3.55 0.33 3.63
H 3.46 2.06 3.50
O 2.42 2.83 -2.67
C 1.80 2.66 -1.61
O 1.00 1.67 -1.32
C 1.71 3.72 -0.59
C 2.53 4.86 -0.79
C 2.58 5.77 0.21
C 1.60 5.61 1.26
C 1.49 6.57 2.29
C 0.69 6.35 3.39
C 0.00 5.17 3.50
C -0.10 4.30 2.45
C 0.79 4.42 1.29
N 0.94 3.37 0.42
H 3.18 4.98 -1.69
H 3.39 6.52 0.45
H 2.27 7.26 2.29
H 0.55 7.13 4.20
H -0.60 4.95 4.36
H -0.76 3.43 2.59
O 0.45 -0.90 0.80
P 0.34 -2.12 -0.11
C 0.56 -1.55 -1.89
C 2.11 -1.50 -2.26
C 2.43 -0.91 -3.60
C 1.24 -0.42 -4.46
C 0.05 -1.48 -4.42
C -0.27 -2.12 -3.01
C -1.34 -2.87 0.17
C -1.51 -2.99 1.69
C -2.87 -3.62 2.05
C -2.99 -5.07 1.51
C -1.95 -5.43 0.46
C -1.67 -4.28 -0.47
C 1.59 -3.38 0.43
C 2.02 -4.43 -0.62
C 2.95 -5.47 -0.07
C 2.91 -5.59 1.44
C 3.42 -4.26 2.01
C 2.86 -3.01 1.22
H 0.23 -0.51 -1.86
H 2.27 -2.58 -2.45
H 2.74 -1.17 -1.40
H 2.97 -1.71 -4.20
H 3.14 -0.07 -3.54
H 1.58 -0.32 -5.48
H 0.78 0.54 -4.01
H 0.33 -2.32 -5.07
H -0.85 -1.02 -4.87
H -0.14 -3.21 -3.15
H -1.33 -1.89 -2.83
H -2.02 -2.07 -0.22
H -1.55 -1.98 2.14
H -0.73 -3.69 2.15
H -3.62 -3.02 1.59
H -3.13 -3.56 3.15
H -3.98 -5.08 1.11
H -2.90 -5.83 2.32
H -2.36 -6.13 -0.20
H -1.05 -5.85 0.98
H -2.58 -4.17 -1.08
H -0.86 -4.53 -1.13
H 0.96 -3.89 1.21
H 2.51 -3.94 -1.54
H 1.10 -4.96 -1.01
H 4.03 -5.30 -0.38
H 2.79 -6.45 -0.55
H 3.54 -6.43 1.73
H 1.88 -5.84 1.74
H 4.49 -4.08 2.15
H 3.06 -4.19 3.03
H 3.57 -2.55 0.50
H 2.55 -2.30 1.99
C -3.94 1.49 0.17
C -2.63 2.08 -0.37
C -2.33 1.54 -1.78
C -1.52 1.68 0.61
C -2.77 3.60 -0.24
C -2.94 4.22 1.03
C -3.39 5.54 1.13
C -3.63 6.25 -0.05
C -3.46 5.66 -1.32
C -2.90 4.37 -1.42
H -3.94 0.39 0.03
H -4.65 1.85 -0.60
H -4.15 1.85 1.18
H -2.17 0.42 -1.66
H -1.43 2.03 -2.24
H -3.27 1.63 -2.41
H -2.02 1.21 1.48
H -2.92 3.59 1.89
H -3.78 5.99 2.05
H -3.98 7.27 0.11
H -3.62 6.28 -2.22
H -2.68 3.90 -2.37
*
```

=====

5.
Density functional theory data (ωB97M-V/def2-TZVPD) for an isolated ion of composition C8H13N4 and charge +1.

## Properties
* E_LUMO (spin up / spin down): -5.2 / -5.2 eV
* SMILES string: C#[N+]c1cncn1N(CC)CC
* E_tot: -14455.5115 eV
* energy relative to the best compared isomer or geometry (same formula, charge and spin): 564.1 kJ/mol
* HOMO energy (spin up / spin down): -13.3 / -13.3 eV
* frontier orbital gap (spin up / spin down): 8.1 / 8.1 eV

ORCA input file:
```
! RIJCOSX wB97M-V def2-TZVPD def2/J DEFGRID3
* xyz 1 1
C 0.12 0.12 -2.52
N 1.17 0.19 -1.93
C 1.64 0.00 -0.71
C 2.94 0.00 -0.14
N 2.83 0.00 1.16
C 1.59 0.01 1.48
N 0.80 -0.06 0.35
N -0.62 0.04 0.15
C -1.25 -1.22 0.44
C -0.91 -2.40 -0.44
C -1.27 1.16 0.85
C -0.74 2.37 0.16
H -0.61 -0.06 -3.24
H 3.97 -0.01 -0.49
H 1.37 0.07 2.56
H -1.19 -1.61 1.51
H -2.23 -0.88 0.42
H 0.16 -2.79 -0.47
H -1.43 -3.30 -0.03
H -1.05 -2.16 -1.55
H -2.26 0.92 0.75
H -1.20 1.25 1.88
H 0.35 2.62 0.22
H -0.87 2.39 -0.96
H -1.32 3.35 0.56
*
```

=====

6.
Density functional theory data (ωB97M-V/def2-TZVPD) for the molecule C13H9ClN2O3.

## Properties
* E_LUMO: -1.3 eV
* SMILES string: O=C(/C=C/c1cc([N+](=O)[O-])ccc1Cl)c1ccc[nH]1
* E_tot: -35268.1852 eV
* energy relative to the best compared isomer or geometry (same formula, charge and spin): 0.0 kJ/mol
* HOMO energy: -8.9 eV
* frontier orbital gap: 7.6 eV

ORCA input file:
```
! RIJCOSX wB97M-V def2-TZVPD def2/J DEFGRID3
* xyz 0 1
O 1.00 2.79 -0.91
C 1.18 1.96 -0.05
C 0.42 0.71 -0.14
C -0.35 0.38 -1.30
C -1.13 -0.86 -1.44
C -1.24 -1.86 -0.41
C -2.00 -3.02 -0.53
N -2.11 -4.01 0.48
O -2.78 -5.01 0.30
O -1.58 -3.77 1.60
C -2.60 -3.25 -1.79
C -2.49 -2.32 -2.82
C -1.84 -1.12 -2.63
Cl -1.98 0.03 -3.99
C 1.99 2.42 1.10
C 2.34 1.69 2.20
C 3.03 2.60 3.10
C 3.07 3.86 2.52
N 2.45 3.73 1.29
H 0.47 0.05 0.71
H -0.28 1.08 -2.13
H -0.69 -1.71 0.52
H -3.15 -4.18 -1.96
H -2.94 -2.52 -3.78
H 2.12 0.63 2.38
H 3.43 2.41 4.11
H 3.41 4.81 2.95
H 2.25 4.50 0.64
*
```

=====

7.
Density functional theory data (ωB97M-V/def2-TZVPD) for a 2-piece molecular cluster, CClIOS overall.

## Properties
* E_LUMO (spin up / spin down): -0.5 / -3.2 eV
* E_tot: -34540.4818 eV
* energy relative to the best compared isomer or geometry (same formula, charge and spin): 0.0 kJ/mol
* HOMO energy (spin up / spin down): -7.5 / -10.1 eV
* frontier orbital gap (spin up / spin down): 7.0 / 6.9 eV

ORCA input file:
```
! RIJCOSX wB97M-V def2-TZVPD def2/J DEFGRID3
* xyz 0 3
C -2.14 0.80 0.45
O -2.28 1.26 1.47
S 2.02 -1.28 -0.71
Cl 0.14 -1.75 -1.36
I 2.25 0.97 0.15
*
```

=====

8.
Density functional theory data (ωB97M-V/def2-TZVPD) for C31H25Cl4FN6O7ReS4 as an isolated structure.

## Properties
* E_LUMO (spin up / spin down): -1.4 / -1.4 eV
* E_tot: -154105.5555 eV
* energy relative to the best compared isomer or geometry (same formula, charge and spin): 0.0 kJ/mol
* HOMO energy (spin up / spin down): -6.4 / -6.7 eV
* frontier orbital gap (spin up / spin down): 4.9 / 5.3 eV

ORCA input file:
```
! RIJCOSX wB97M-V def2-TZVPD def2/J DEFGRID3
* xyz 0 4
Re -1.55 0.20 2.30
Cl -0.54 2.56 8.65
C -0.31 1.83 7.10
C 0.90 1.24 6.77
Cl 2.20 1.23 7.91
C 1.08 0.64 5.52
Cl 2.57 -0.11 5.07
C 0.04 0.64 4.60
O 0.11 0.08 3.40
C -1.17 1.26 4.93
O -2.10 1.25 3.96
C -1.35 1.84 6.17
Cl -2.89 2.55 6.52
F 5.31 0.00 0.24
C 4.23 0.51 -0.40
C 3.34 1.27 0.29
C 2.23 1.80 -0.37
C 1.12 2.32 0.46
O 1.22 2.36 1.67
C -0.09 2.64 -0.28
C -0.07 2.65 -1.62
N 0.98 2.19 -2.38
C 0.83 2.08 -3.80
C 0.35 3.29 -4.55
C 1.78 2.84 -4.69
C 2.08 1.63 -1.74
C 2.97 0.78 -2.42
C 4.01 0.15 -1.74
N 4.79 -0.90 -2.30
C 4.60 -1.20 -3.70
C 3.35 -2.06 -3.95
N 3.43 -3.30 -3.10
C 3.62 -2.96 -1.64
C 4.86 -2.12 -1.50
C -1.42 2.86 0.41
O -2.15 3.74 0.01
O -1.80 2.00 1.31
H 3.43 1.43 1.35
H -0.95 2.94 -2.18
H 0.48 1.12 -4.15
H 0.17 4.18 -3.97
H -0.32 3.13 -5.38
H 2.54 3.43 -4.19
H 2.09 2.38 -5.61
H 2.79 0.57 -3.46
H 5.48 -1.72 -4.08
H 4.50 -0.28 -4.27
H 3.25 -2.37 -4.99
H 2.45 -1.54 -3.63
H 4.23 -3.86 -3.40
H 2.60 -3.87 -3.23
H 3.68 -3.90 -1.09
H 2.73 -2.41 -1.32
H 5.75 -2.69 -1.78
H 4.97 -1.87 -0.45
O -2.62 -5.74 -0.80
C -2.32 -4.75 -0.18
S -1.26 -3.48 -0.82
C -1.25 -2.45 0.60
C -2.00 -2.86 1.64
S -2.13 -1.98 3.14
S -2.88 -4.37 1.45
S -0.33 -0.98 0.58
C -5.24 -1.39 -1.48
N -5.13 -0.79 -0.16
C -6.20 -0.66 0.66
C -6.08 -0.08 1.87
C -4.77 0.31 2.30
N -3.69 0.10 1.53
C -3.86 -0.34 0.23
O -2.97 -0.38 -0.60
N -4.66 0.87 3.49
H -6.28 -1.66 -1.66
H -4.62 -2.29 -1.53
H -4.89 -0.69 -2.23
H -7.14 -1.01 0.27
H -6.93 0.05 2.51
H -5.48 0.95 4.07
H -3.75 1.16 3.87
*
```

=====

Question: Which of these has the highest E_tot?
Answer: AlBH6O

=====

Copy entry 6 word for word.
Density functional theory data (ωB97M-V/def2-TZVPD) for the molecule C13H9ClN2O3.

## Properties
* E_LUMO: -1.3 eV
* SMILES string: O=C(/C=C/c1cc([N+](=O)[O-])ccc1Cl)c1ccc[nH]1
* E_tot: -35268.1852 eV
* energy relative to the best compared isomer or geometry (same formula, charge and spin): 0.0 kJ/mol
* HOMO energy: -8.9 eV
* frontier orbital gap: 7.6 eV

ORCA input file:
```
! RIJCOSX wB97M-V def2-TZVPD def2/J DEFGRID3
* xyz 0 1
O 1.00 2.79 -0.91
C 1.18 1.96 -0.05
C 0.42 0.71 -0.14
C -0.35 0.38 -1.30
C -1.13 -0.86 -1.44
C -1.24 -1.86 -0.41
C -2.00 -3.02 -0.53
N -2.11 -4.01 0.48
O -2.78 -5.01 0.30
O -1.58 -3.77 1.60
C -2.60 -3.25 -1.79
C -2.49 -2.32 -2.82
C -1.84 -1.12 -2.63
Cl -1.98 0.03 -3.99
C 1.99 2.42 1.10
C 2.34 1.69 2.20
C 3.03 2.60 3.10
C 3.07 3.86 2.52
N 2.45 3.73 1.29
H 0.47 0.05 0.71
H -0.28 1.08 -2.13
H -0.69 -1.71 0.52
H -3.15 -4.18 -1.96
H -2.94 -2.52 -3.78
H 2.12 0.63 2.38
H 3.43 2.41 4.11
H 3.41 4.81 2.95
H 2.25 4.50 0.64
*
```

=====

Question: Which of these has the highest E_tot?
Answer: AlBH6O